# 1
This record from OMol25 describes C39H44ClF2N5O5SSi2Sr as an isolated structure at a distorted geometry. The level of theory is the ωB97M-V functional and the def2-TZVPD basis.

Structure (XYZ):
```
100
Properties=species:S:1:pos:R:3:mulliken_charge:R:1
Sr 0.375 0.297 -0.701 1.523
C 2.522 3.602 2.675 -1.127
C 2.055 2.777 1.639 -0.660
N 1.402 1.654 1.856 0.854
C 1.159 1.284 3.120 -0.754
C 1.617 2.014 4.231 1.357
C 2.311 3.212 3.974 -0.906
C 1.375 1.516 5.552 -0.952
C 0.693 0.356 5.745 -0.957
C 0.167 -0.383 4.637 1.255
C -0.621 -1.542 4.793 -1.205
C -1.161 -2.135 3.682 -1.337
C -0.911 -1.566 2.421 -1.077
N -0.142 -0.515 2.246 1.743
C 0.388 0.073 3.326 -0.360
H 3.054 4.515 2.440 0.462
H 2.236 3.033 0.606 0.517
H 2.672 3.808 4.805 0.363
H 1.757 2.081 6.395 0.364
H 0.518 -0.023 6.745 0.388
H -0.806 -1.935 5.787 0.354
H -1.794 -3.010 3.761 0.563
H -1.385 -1.946 1.528 0.909
F 5.767 2.523 -0.596 -0.420
C 5.097 1.381 -0.246 0.301
C 3.796 1.185 -0.652 -0.797
C 3.082 0.027 -0.309 0.607
C 3.780 -0.947 0.444 0.026
C 5.083 -0.683 0.864 0.737
F 5.774 -1.549 1.689 -0.419
C 5.775 0.464 0.537 -0.927
C 3.095 -2.231 0.759 -0.914
C 3.783 -3.395 1.133 -0.921
C 3.081 -4.554 1.386 -0.586
C 1.705 -4.558 1.231 -1.068
C 1.111 -3.377 0.815 -0.365
N 1.767 -2.251 0.613 1.241
H 3.341 1.957 -1.261 0.653
H 6.783 0.630 0.884 0.474
H 4.857 -3.397 1.206 0.544
H 3.610 -5.457 1.672 0.359
H 1.114 -5.449 1.383 0.432
H 0.057 -3.348 0.579 0.233
C -4.488 1.586 0.021 -1.193
Si -3.239 0.339 0.798 0.144
C -2.333 1.333 2.152 -0.791
C -4.362 -0.745 1.916 -1.330
N -2.177 -0.443 -0.263 0.733
C -2.648 -1.375 -1.183 0.445
C -4.015 -1.637 -1.317 -0.364
C -4.569 -2.585 -2.164 -1.218
C -3.708 -3.343 -2.935 -0.851
C -2.349 -3.104 -2.851 -0.839
C -1.749 -2.127 -2.042 -0.191
N -0.403 -1.935 -2.039 1.030
Si 0.758 -2.604 -3.092 -0.174
C 1.784 -4.027 -2.340 -0.953
C 2.033 -1.318 -3.605 -0.195
C 0.267 -3.386 -4.781 -1.583
H -4.848 2.311 0.752 0.334
H -5.357 1.079 -0.391 0.490
H -4.037 2.132 -0.804 0.092
H -2.951 2.175 2.459 0.626
H -1.353 1.704 1.876 -0.248
H -2.201 0.711 3.034 0.411
H -4.938 -0.118 2.598 0.373
H -3.757 -1.412 2.525 0.209
H -5.057 -1.360 1.355 0.423
H -4.697 -1.062 -0.721 0.037
H -5.644 -2.722 -2.204 0.357
H -4.079 -4.111 -3.605 0.348
H -1.698 -3.705 -3.456 0.317
H 2.497 -3.656 -1.612 0.093
H 2.347 -4.528 -3.126 0.455
H 1.159 -4.769 -1.851 0.263
H 2.520 -0.856 -2.748 -0.139
H 1.584 -0.527 -4.196 -0.155
H 2.812 -1.784 -4.206 0.411
H -0.264 -4.330 -4.686 0.454
H 1.194 -3.585 -5.320 0.399
H -0.337 -2.721 -5.392 0.359
O 0.057 2.733 -0.781 -0.646
S -1.431 2.800 -1.004 0.856
C -1.958 4.252 -0.005 -0.814
C -2.688 5.224 -0.918 -0.613
C -1.963 5.149 -2.257 -0.606
C -1.823 3.667 -2.555 -0.426
H -1.005 4.652 0.343 0.493
H -2.539 3.914 0.842 0.140
H -2.699 6.232 -0.492 0.378
H -3.727 4.903 -1.044 0.252
H -0.971 5.596 -2.180 0.254
H -2.501 5.664 -3.056 0.413
H -1.040 3.428 -3.268 -0.048
H -2.761 3.222 -2.884 0.387
O 1.262 1.674 -5.465 -0.746
Cl 1.094 2.179 -4.136 1.757
O 2.319 2.089 -3.399 -0.647
O 0.687 3.567 -4.222 -0.830
O 0.049 1.425 -3.461 -0.643
```

Summary:
Total charge: -2
E_LUMO, eV: 3.8
HOMO energy, eV: -0.36
Electronic energy, eV: -104227.963
M, u: 912.12
F_max, eV/Å: 1.82
Gap between HOMO and LUMO, eV: 4.15

=====

# 2
This record from OMol25 describes one molecule with the formula C4H7NO. The level of theory is the ωB97M-V functional and the def2-TZVPD basis.

Structure (XYZ):
```
13
Properties=species:S:1:pos:R:3:mulliken_charge:R:1
C 1.307 -0.379 -1.017 -0.963
C 0.034 0.424 -0.916 -0.232
C -1.279 -0.299 -0.838 -0.535
N -0.653 0.326 0.300 0.148
C -0.679 0.450 1.567 0.051
O 0.360 0.969 2.250 -0.463
H 2.135 0.108 -0.485 0.260
H 1.614 -0.454 -2.064 0.310
H 1.214 -1.408 -0.618 0.301
H 1.021 1.270 1.606 0.306
H -2.186 0.174 -1.215 0.221
H -1.341 -1.391 -0.738 0.258
H -1.548 0.212 2.168 0.340
```

Summary:
Total charge: 0
E_LUMO, eV: 0.8
HOMO energy, eV: -7.06
Electronic energy, eV: -7795.248
M, u: 85.11
F_max, eV/Å: 0.41
Gap between HOMO and LUMO, eV: 7.90